[1]
ORCA calculation (ωB97M-V/def2-TZVPD) on a structure of composition C16H12CaNO5S2.

Structure (XYZ):
```
37
Properties=species:S:1:pos:R:3:forces:R:3
Ca 1.327637 -1.731657 -0.089632 0.0 0.1 0.4
S 1.210679 -1.324209 3.123567 0.0 0.0 -0.2
C 1.282712 0.209692 2.409707 0.0 -0.3 0.2
N 1.359301 0.446728 1.117836 0.0 -0.1 -0.2
C 1.405171 1.793511 0.826291 0.0 0.1 0.0
C 1.489697 2.334538 -0.455392 0.0 0.0 0.0
C 1.529200 3.710048 -0.601722 0.0 0.0 0.0
C 1.486454 4.553058 0.509622 0.0 0.0 0.0
C 1.402403 4.026860 1.788824 0.0 0.0 0.0
C 1.362333 2.648201 1.941379 0.0 0.0 -0.1
S 1.258619 1.682358 3.384976 0.0 0.1 0.0
H 1.523685 1.676010 -1.313665 0.0 0.0 0.0
H 1.594006 4.136558 -1.594842 0.0 0.0 0.0
H 1.518609 5.626972 0.374312 0.0 0.0 0.0
H 1.367950 4.680564 2.651421 0.0 0.0 0.0
C 5.356149 -1.338574 -0.154188 0.0 -0.1 -0.1
C 3.944740 -1.794137 -0.465273 0.1 0.1 0.0
O 3.459752 -2.734726 0.217164 -0.1 -0.1 0.1
O 3.275078 -1.174620 -1.337704 -0.1 0.1 0.0
H 6.024476 -2.198393 -0.116911 0.0 0.0 0.0
H 5.351694 -0.886671 0.838475 0.0 0.0 0.0
H 5.705573 -0.613582 -0.884852 0.0 0.0 0.0
O -2.844822 -0.320430 -2.622365 0.0 0.0 -0.1
C -3.485795 -0.981685 -1.623255 0.0 0.0 0.0
C -4.870468 -0.870113 -1.495211 0.0 0.0 0.0
C -5.547970 -1.545113 -0.496497 0.0 0.0 0.0
C -4.849240 -2.352370 0.389005 0.0 0.0 0.0
C -3.475917 -2.463903 0.256896 0.1 0.0 0.0
C -2.767580 -1.786612 -0.731612 0.0 0.0 -0.1
C -1.263867 -1.943930 -0.755575 -0.1 0.1 -0.1
O -0.566133 -1.140759 -1.420647 0.1 0.1 0.0
O -0.767123 -2.863959 -0.051163 0.1 -0.1 0.1
H -3.498452 0.186122 -3.117444 0.0 0.0 0.0
H -5.413954 -0.241823 -2.194130 0.0 0.0 0.0
H -6.622741 -1.438286 -0.414429 0.0 0.0 0.0
H -5.365493 -2.885283 1.176241 0.0 0.0 0.0
H -2.896367 -3.080398 0.930790 0.0 0.0 0.0
```
Positions in Å, forces in eV/Å.

The orbital gap comes out at 0.2634 hartree. Its spin multiplicity is 1. Its charge is -1. The value obtained for the lowest unoccupied orbital energy is 2.7 eV. The value obtained for the total energy is -68632.11519 eV. Its energy above the lowest of the compared OMol25 structures with the same formula, charge and spin is 2.3 kcal/mol. The highest occupied orbital energy is -0.16470 Eh.

[2]
ORCA calculation (ωB97M-V/def2-TZVPD) on a cluster of 5 separate species, C16H12Cl12F2NO7 in total.

Structure (XYZ):
```
50
Properties=species:S:1:pos:R:3:forces:R:3
O 1.729348 3.579910 -7.701380 0.0 -0.1 -0.3
N 0.776500 3.048244 -7.337044 -0.2 0.3 0.4
O 1.058562 1.641590 -6.997343 0.6 0.0 0.0
C 1.114741 1.342245 -5.662884 -0.3 -0.3 0.1
C 1.466611 0.118709 -5.235905 -0.1 0.3 0.0
C 1.837592 -1.048436 -6.196143 0.0 0.1 0.1
O 2.921402 -1.577850 -5.963826 0.4 -0.2 0.0
O 0.954819 -1.262684 -7.034070 -0.3 -0.1 -0.2
C 1.488998 -0.085235 -3.762867 0.0 0.1 -0.1
O 2.279804 -0.775849 -3.164159 -0.2 -0.2 0.1
C 0.436113 0.656669 -2.977831 -0.3 0.2 -0.1
C -0.127641 -0.018381 -1.754864 0.1 -0.2 0.2
C 0.800393 0.051893 -0.571923 0.1 0.1 0.0
O 1.502902 -0.778498 -0.111752 -0.2 0.1 0.2
F 0.742954 1.290819 0.009497 0.1 -0.2 -0.1
C 0.092404 1.866164 -3.418054 0.0 -0.1 0.1
C -0.901390 2.827595 -2.842846 0.2 0.4 0.0
C -2.014637 3.186635 -3.856877 0.1 -0.2 -0.1
C -3.408110 3.063076 -3.270412 -0.1 0.1 -0.2
F -4.326686 2.720977 -4.269257 0.0 0.1 0.0
C 0.801708 2.376359 -4.648587 0.1 -0.1 0.2
O 1.084849 3.554345 -4.734813 -0.3 0.0 -0.2
H -0.304715 -1.078173 -1.944968 0.1 0.1 -0.1
H -1.070892 0.444036 -1.465222 0.0 0.0 0.0
H -1.320887 2.465444 -1.903481 0.0 -0.1 0.0
H -0.346716 3.740999 -2.612084 -0.1 0.0 0.1
H -1.975766 2.507622 -4.714401 0.0 0.0 0.1
H -1.837651 4.184470 -4.258369 -0.1 0.0 0.0
H -3.450725 2.267536 -2.523605 0.0 0.0 0.0
H -3.765115 4.005154 -2.849909 0.1 -0.1 0.2
C 1.592239 -3.274559 2.048987 0.0 0.1 -0.2
Cl 2.561464 -4.640970 1.515371 0.0 0.0 0.0
Cl -0.128686 -3.656714 1.996048 0.0 0.0 0.0
Cl 2.061120 -2.772994 3.682062 0.1 0.0 0.1
H 1.771700 -2.440603 1.379583 0.0 0.0 0.0
C 1.084317 -4.279919 6.926411 0.0 0.0 0.0
Cl -0.455125 -4.094569 7.761821 0.1 0.0 0.0
Cl 2.255809 -3.080549 7.487180 0.0 0.0 0.0
Cl 1.723878 -5.910726 7.128192 0.0 0.0 0.0
H 0.918309 -4.112869 5.869633 0.0 0.0 0.0
C 2.100427 0.413525 5.758234 0.0 0.0 -0.1
Cl 2.164861 1.076498 4.130829 0.0 0.0 0.0
Cl 3.027262 1.403909 6.889418 0.0 0.0 0.0
Cl 0.429363 0.246845 6.302064 0.0 0.0 0.0
H 2.544630 -0.573429 5.740040 0.0 0.0 0.0
C -3.960830 -1.661542 7.922132 0.0 0.0 0.0
Cl -2.866367 -1.088635 6.667314 0.0 0.0 0.0
Cl -5.644089 -1.449857 7.439550 0.0 0.0 0.0
Cl -3.627210 -3.347241 8.318238 -0.1 0.0 0.1
H -3.791842 -1.070985 8.812271 0.0 0.0 0.0
```
Positions in Å, forces in eV/Å.

The orbital gap comes out at 0.2463 hartree. Its spin multiplicity is 1. Its charge is -1. The value obtained for the lowest unoccupied orbital energy is 1.6 eV. The value obtained for the total energy is -188311.19704 eV. The highest occupied orbital energy is -0.18880 Eh.

[3]
ORCA calculation (ωB97M-V/def2-TZVPD) on a structure of composition C16H12Cl2FeN4O2S2.

Structure (XYZ):
```
39
Properties=species:S:1:pos:R:3:forces:R:3
Fe -0.137265 0.273693 0.181946 0.0 0.6 0.2
N -7.863577 0.465456 -1.648572 0.1 -0.1 0.0
C -6.596254 0.800201 -1.206424 -0.1 0.0 0.0
C -6.223790 0.573652 0.118631 0.0 0.0 0.1
C -4.947736 0.873065 0.558166 0.1 0.0 0.0
C -4.016079 1.393872 -0.328098 -0.1 0.0 -0.2
C -4.372383 1.618180 -1.659301 0.0 0.0 0.1
C -5.650008 1.329305 -2.089536 0.0 0.0 0.0
S -2.376108 1.836585 0.125589 0.1 -0.1 -0.1
O -1.543216 1.389490 -1.019671 -0.1 0.2 -0.1
O -2.326864 3.217585 0.483734 -0.1 0.0 -0.1
N -1.772527 0.836275 1.230898 -0.4 -0.4 0.4
C -2.044036 0.875538 2.590047 0.3 0.1 -0.5
N -1.211082 0.132046 3.327794 0.0 0.0 0.2
C -1.411320 0.165836 4.637667 0.0 -0.1 0.0
C -2.414955 0.917898 5.228202 0.0 0.0 0.0
C -3.220008 1.630240 4.361819 -0.1 0.0 -0.1
N -3.054042 1.612935 3.041445 -0.1 0.0 0.2
H -8.580365 0.359337 -0.952368 0.0 0.0 0.0
H -8.179124 0.881478 -2.507111 0.0 0.0 0.0
H -6.945712 0.159792 0.813284 0.0 0.0 0.0
H -4.683819 0.717486 1.594486 0.0 0.0 0.0
H -3.646978 2.012032 -2.358624 0.0 0.0 0.0
H -5.921839 1.505614 -3.123703 0.0 0.0 0.0
H -0.740107 -0.437538 5.240129 0.0 0.0 0.0
H -2.563064 0.937690 6.297271 0.0 0.0 0.0
H -4.040086 2.237127 4.730267 0.0 0.0 0.0
Cl 1.471295 -1.059447 1.442354 0.0 -0.2 0.0
C 2.891426 -0.013869 1.479846 -0.1 -0.3 0.1
C 3.964241 -0.519538 2.190197 0.0 0.1 0.0
C 5.117271 0.238580 2.266707 0.0 0.0 0.0
C 5.162811 1.468574 1.630627 0.0 0.0 0.0
C 4.067031 1.934869 0.925334 0.1 0.1 0.0
Cl 4.212741 3.484218 0.156216 -0.1 -0.1 0.0
C 2.868283 1.209544 0.816337 0.0 0.1 -0.1
S 1.500375 1.841686 -0.073794 0.3 -0.2 0.0
H 3.892503 -1.483880 2.673720 0.0 0.0 0.0
H 5.973029 -0.126101 2.818205 0.0 0.0 0.0
H 6.053360 2.080171 1.674656 0.0 0.0 0.0
```
Positions in Å, forces in eV/Å.

The orbital gap (spin up / spin down) comes out at 0.2967 / 0.2841 hartree. Its spin multiplicity is 5. The value obtained for the lowest unoccupied orbital energy (spin up / spin down) is 0.2 / -0.3 eV. The value obtained for the total energy is -107945.33881 eV. The expectation value of S² is 6.0109. The highest occupied orbital energy (spin up / spin down) is -0.29088 / -0.29664 Eh.

[4]
ORCA calculation (ωB97M-V/def2-TZVPD) on the molecule C16H12FNO3 at a distorted geometry.

Structure (XYZ):
```
33
Properties=species:S:1:pos:R:3:forces:R:3
C 4.399758 1.482686 3.698877 1.2 -1.1 -1.6
C 4.227485 0.382466 2.623814 -3.0 0.2 0.8
C 2.998782 -0.071536 2.180753 3.3 0.1 0.0
C 1.669473 0.375163 2.545029 -1.0 0.5 0.6
C 1.250677 0.812610 3.849333 1.0 -0.2 -0.4
C -0.077553 1.173495 4.129639 -0.7 -0.6 -1.4
O -0.454822 1.532506 5.391279 0.1 -0.1 0.2
C -1.019012 1.093120 3.096568 0.0 0.2 -0.2
C -0.589219 0.712588 1.814091 -2.3 0.5 1.2
N -1.375408 0.648231 0.662268 0.3 0.1 0.1
C -0.548417 0.292813 -0.255523 -0.7 0.1 0.1
C -0.914050 0.185773 -1.692903 0.5 -0.2 0.5
C 0.103338 0.361298 -2.651746 -0.6 -0.8 0.1
C -0.134082 0.136170 -3.980093 -0.1 0.5 -0.7
C -1.451393 -0.057900 -4.468463 1.9 0.2 0.3
O -1.671053 -0.088677 -5.812671 -0.8 -0.3 0.5
C -2.457410 -0.208050 -3.556553 -1.4 -0.3 1.2
C -2.206036 -0.116296 -2.152194 0.8 0.5 -1.5
F -3.245040 -0.234901 -1.328323 0.3 -0.2 -0.1
O 0.741257 0.060014 0.205773 0.0 -0.1 -1.2
C 0.676301 0.344973 1.537740 1.2 0.2 1.1
H 3.550930 2.113262 3.817934 -0.8 0.3 0.1
H 4.706035 1.046244 4.653336 0.0 0.1 0.0
H 5.213631 2.109100 3.309868 0.0 0.0 0.5
H 5.136033 -0.055538 2.247241 0.1 -0.1 -0.2
H 3.035393 -0.834304 1.384855 -0.1 0.4 0.4
H 1.989849 0.869581 4.680460 -0.7 -0.2 -0.8
H -1.408842 1.380996 5.483853 0.4 0.2 -0.1
H -2.079920 1.349916 3.215919 0.5 -0.1 0.1
H 1.104677 0.597829 -2.336866 0.1 -0.1 0.2
H 0.715283 0.161379 -4.666411 -0.3 0.1 0.0
H -0.941472 0.331188 -6.266159 0.3 0.0 -0.1
H -3.482334 -0.423359 -3.897881 0.5 0.2 0.3
```
Positions in Å, forces in eV/Å.

The orbital gap comes out at 0.3111 hartree. Its spin multiplicity is 1. The value obtained for the lowest unoccupied orbital energy is 0.3 eV. The value obtained for the total energy is -27135.79368 eV. Its structure (SMILES) is C/C=C\c1cc(O)cc2nc(-c3ccc(O)cc3F)oc12. The highest occupied orbital energy is -0.30181 Eh.

[5]
ORCA calculation (ωB97M-V/def2-TZVPD) on a structure of composition C16H12FeO5S at a distorted geometry.

Structure (XYZ):
```
35
Properties=species:S:1:pos:R:3:forces:R:3
C 2.405937 2.367323 1.297216 -0.1 -0.3 -0.2
C 2.529256 1.949932 -0.035090 -0.1 -0.2 0.1
C 1.884251 0.785483 -0.479897 0.0 0.3 0.4
C 1.120556 0.067148 0.434634 0.3 0.0 -0.8
S 0.201707 -1.436605 -0.086048 1.1 0.7 2.7
O 0.948669 -2.559837 0.481544 -0.3 0.3 -0.6
O -1.130930 -1.163177 0.418374 -0.3 -0.3 -0.5
C 1.007977 0.438429 1.756816 0.1 0.4 0.6
C 1.656580 1.599522 2.192134 0.0 -0.2 -0.4
H 2.902015 3.281413 1.638420 -0.2 -0.4 -0.2
H 3.136042 2.530376 -0.726487 -0.2 -0.1 0.1
H 1.970304 0.440634 -1.509075 0.0 0.2 0.2
H 0.427515 -0.164851 2.452215 0.1 0.2 -0.2
H 1.576233 1.894213 3.231209 0.0 0.0 -0.1
O -4.383007 -7.134957 -2.883556 1.3 1.3 -0.6
C -3.652691 -6.243359 -3.012898 -2.5 -2.6 0.3
Fe -2.681623 -4.791762 -2.697107 -2.2 0.8 0.3
C -4.081244 -3.743104 -2.102901 -1.6 2.3 2.2
O -4.725659 -3.015186 -1.471882 1.1 -1.9 -1.6
C -2.382917 -5.283955 -1.028862 0.3 -1.2 5.4
O -2.313358 -5.538049 0.103853 0.2 0.6 -2.8
C -0.575396 -2.753801 -2.432491 -0.2 -0.3 -0.4
C 0.431974 -3.705050 -2.313123 1.2 0.2 -0.1
C 0.316843 -5.021404 -2.722500 -0.1 0.4 0.9
C -0.928488 -5.598338 -3.152149 1.5 -1.8 -0.7
C -1.575540 -5.083477 -4.360492 0.2 -0.1 -0.2
C -1.888715 -3.741490 -4.380019 0.9 0.3 -1.8
C -1.800333 -3.004372 -3.133521 -0.2 1.8 0.0
H -0.432736 -1.727149 -2.046183 -0.3 -0.9 -0.6
H 1.387225 -3.417148 -1.842298 -0.5 -0.1 -0.4
H 1.179681 -5.676755 -2.588148 -0.3 0.1 0.1
H -1.010683 -6.678707 -2.951023 0.4 0.4 -0.8
H -1.860905 -5.789095 -5.147088 0.1 0.4 0.1
H -2.335882 -3.278349 -5.253803 -0.2 -0.1 0.1
H -2.512877 -2.180811 -3.003334 0.4 0.0 -0.6
```
Positions in Å, forces in eV/Å.

The orbital gap (spin up / spin down) comes out at 0.2224 / 0.2478 hartree. Its spin multiplicity is 5. The value obtained for the lowest unoccupied orbital energy (spin up / spin down) is 0.4 / -2.3 eV. The value obtained for the total energy is -72239.00334 eV. Its energy above the lowest of the compared OMol25 structures with the same formula, charge and spin is 0.0 kcal/mol. The expectation value of S² is 6.1039. The highest occupied orbital energy (spin up / spin down) is -0.20890 / -0.33100 Eh.

[6]
ORCA calculation (ωB97M-V/def2-TZVPD) on the ion C16H12N3 with charge +1 at a distorted geometry.

Structure (XYZ):
```
31
Properties=species:S:1:pos:R:3:forces:R:3
C 0.188422 -0.406521 5.046790 -0.5 1.2 -2.6
C 0.457601 -1.756396 4.812436 0.3 0.1 -0.9
C 0.511203 -2.278872 3.483874 0.2 -0.2 1.5
C 0.212069 -1.412843 2.439705 -0.3 0.1 -0.6
N 0.090223 -1.548012 1.065787 -0.6 -1.6 -1.9
C -0.456216 -0.372357 0.520563 1.8 -0.6 1.3
C -0.707690 -0.212362 -0.937136 -0.3 -1.0 0.0
C -1.536694 -1.156283 -1.541112 0.1 0.8 -0.4
C -1.782211 -1.088416 -2.912969 0.3 0.3 0.2
N -1.220370 -0.120599 -3.662369 -0.5 -1.0 0.1
C -0.355409 0.778885 -3.143724 1.2 1.0 0.1
C 0.347914 1.667430 -3.995486 -0.1 0.1 -0.9
C 1.279434 2.555723 -3.505406 0.1 -0.2 0.3
C 1.558284 2.548960 -2.113868 -0.8 -0.9 0.4
C 0.911619 1.630525 -1.256496 1.2 2.1 -1.0
C -0.068778 0.746717 -1.761880 0.3 0.2 0.8
N -0.521585 0.535096 1.435918 -0.3 0.7 0.5
C -0.141331 -0.081459 2.641395 -0.1 0.6 0.2
C -0.082477 0.455202 3.918872 0.0 -0.5 1.7
H 0.166438 -0.021083 6.054107 0.1 0.1 0.0
H 0.691787 -2.320576 5.724124 -0.1 -0.3 -0.8
H 0.764245 -3.329892 3.334104 -0.1 0.4 -0.1
H 0.280290 -2.394859 0.509359 -0.2 0.7 0.7
H -2.053520 -1.883571 -0.936698 0.0 -0.2 -0.1
H -2.412076 -1.836602 -3.367503 -0.1 0.2 -0.4
H -1.343610 -0.054643 -4.672244 -0.3 -0.4 0.3
H 0.186612 1.614901 -5.086750 -0.1 0.0 0.7
H 1.854264 3.249224 -4.158332 -0.7 -0.7 0.4
H 2.280179 3.286572 -1.759578 -0.2 -0.5 0.2
H 1.179278 1.689271 -0.206545 -0.3 -0.4 -0.1
H -0.277894 1.516840 4.031063 -0.1 -0.1 0.2
```
Positions in Å, forces in eV/Å.

The orbital gap comes out at 0.2267 hartree. Its spin multiplicity is 1. Its charge is +1. The value obtained for the lowest unoccupied orbital energy is -5.0 eV. The value obtained for the total energy is -21251.20704 eV. Its structure (SMILES) is c1ccc2[nH]c(-c3cc[nH+]c4ccccc34)nc2c1. Its energy above the lowest of the compared OMol25 structures with the same formula, charge and spin is 8.7 kcal/mol. The highest occupied orbital energy is -0.41105 Eh.